{"formula": "C7H17NP", "method": "ωB97M-V with the def2-TZVPD basis set", "spin_multiplicity": 1, "lumo_energy_ev": -3.567, "charge": 1, "smiles": "C[NH2+][C@H](/C=P/C)C(C)C", "homo_ev": -13.01, "mol_weight_da": 146.19, "e_above_lowest_kcal_mol": 17.2, "species": ["C", "C", "C", "C", "C", "C", "C", "N", "P", "H", "H", "H", "H", "H", "H", "H", "H", "H", "H", "H", "H", "H", "H", "H", "H", "H"], "coordinates": [[-0.846719, -0.994844, 0.314996], [2.165632, 1.518597, 0.536965], [-0.143199, 2.010359, 1.345950], [0.676343, -0.246750, -2.705970], [-2.486592, -3.091693, 1.104847], [0.417415, -0.147140, -0.130999], [0.856561, 0.847684, 0.938008], [0.026578, 0.492649, -1.527368], [-0.774524, -2.722868, 0.400097], [-1.727514, -0.382296, 0.525074], [2.208421, 2.150653, -0.443698], [2.457080, 2.368272, 1.286717], [2.992230, 0.766665, 0.431236], [-0.359961, 2.745651, 0.552128], [-1.066091, 1.516921, 1.745404], [0.218755, 2.501787, 2.217045], [0.188288, -1.230663, -2.539513], [0.177211, 0.325162, -3.469752], [1.769316, -0.136444, -2.543476], [-2.197435, -3.137814, 2.207327], [-3.389680, -2.425591, 0.945778], [-2.673273, -4.119576, 0.679531], [1.258161, -0.827231, -0.357601], [1.053616, 0.211531, 1.835236], [0.209879, 1.473130, -1.621868], [-1.010499, 0.533850, -1.726093]], "atomic_forces_ev_per_a": [[1.823, -1.107, -0.840], [1.932, 1.930, -0.353], [-1.015, -2.507, -0.281], [-1.512, 0.542, 2.304], [0.638, -0.678, 0.205], [-2.349, -1.003, 0.205], [0.049, 1.762, 0.063], [-0.770, -0.316, 0.408], [-1.381, 3.044, 0.109], [0.121, -0.298, 0.108], [-0.677, -1.296, 1.276], [-0.350, -1.938, -1.024], [-0.535, 0.796, 0.293], [0.086, -0.417, 0.285], [0.307, 0.636, -0.727], [0.709, 0.611, 0.448], [1.114, 0.170, -0.839], [0.784, -0.449, -1.333], [-0.846, -0.412, -0.702], [-0.881, -0.297, -1.225], [1.434, -0.579, 0.033], [-0.210, 0.933, 0.915], [-0.377, 0.353, -0.053], [-0.217, 0.503, -0.614], [1.021, 0.871, 0.501], [1.102, -0.853, 0.836]], "mulliken_charge": [-0.504, -1.319, -1.349, -0.832, -0.900, -0.443, 0.436, -0.239, 0.080, 0.268, 0.272, 0.360, 0.368, 0.289, 0.361, 0.476, 0.339, 0.404, 0.312, 0.277, 0.327, 0.309, 0.585, 0.262, 0.402, 0.461]}

=====

{"formula": "CH6N4S2", "method": "ωB97M-V with the def2-TZVPD basis set", "spin_multiplicity": 1, "lumo_energy_ev": 0.617, "charge": 0, "smiles": "NN/C(=N\\S)NS", "homo_ev": -8.16, "mol_weight_da": 138.22, "e_above_lowest_kcal_mol": 5.4, "species": ["C", "H", "H", "H", "H", "H", "H", "N", "N", "N", "N", "S", "S"], "coordinates": [[0.274349, 0.104352, 0.284381], [-2.032438, -0.474881, -1.220037], [-2.232795, 0.142971, 0.295382], [-0.326757, -1.807561, 0.343623], [0.549704, 2.081446, 0.057748], [0.798818, 0.893220, -2.483013], [2.703375, -0.861288, 2.641161], [-1.954301, -0.717713, -0.209390], [-0.583026, -0.899808, 0.040375], [-0.062783, 1.349733, -0.296334], [1.421269, 0.079508, 0.879226], [-0.371182, 1.479526, -1.998783], [1.815767, -1.369506, 1.665661]], "atomic_forces_ev_per_a": [[1.275, 1.224, -0.672], [-0.104, -0.247, 0.967], [0.029, -0.765, -0.338], [0.015, -0.653, 0.396], [-0.089, -0.343, -0.200], [-0.838, 0.498, 0.328], [-1.065, -0.363, -1.221], [-0.197, 1.103, -0.736], [-0.219, -0.126, -0.092], [-0.375, 0.305, -0.246], [-0.515, -0.080, 0.070], [1.102, -0.664, 0.552], [0.981, 0.111, 1.192]], "mulliken_charge": [0.623, 0.277, 0.296, 0.154, 0.331, 0.168, 0.157, -0.687, -0.019, -0.348, -0.518, -0.189, -0.246]}

=====

{"formula": "C20H33F5N2O4RhS2Si", "method": "ωB97M-V with the def2-TZVPD basis set", "spin_multiplicity": 5, "lumo_energy_ev": [-2.203, -6.115], "charge": 1, "homo_ev": [-11.65, -12.03], "mol_weight_da": 655.61, "e_above_lowest_kcal_mol": 0.0, "species": ["Rh", "C", "C", "C", "C", "O", "Si", "S", "O", "C", "C", "C", "C", "O", "C", "C", "C", "C", "H", "H", "H", "H", "H", "H", "H", "H", "H", "H", "H", "H", "H", "H", "H", "H", "H", "H", "H", "H", "H", "H", "H", "H", "H", "H", "H", "F", "C", "C", "F", "C", "F", "C", "S", "C", "F", "C", "F", "C", "N", "C", "N", "O", "H", "H", "H", "H", "H", "H"], "coordinates": [[0.050971, -1.542519, -1.730892], [-1.229758, 2.830534, -0.806723], [-1.437566, 1.504426, -1.517569], [-2.861052, 0.993434, -1.360401], [-1.045202, 1.592687, -2.981158], [-0.523429, 0.515289, -0.930660], [-0.115227, 0.247160, 0.668771], [0.726761, -1.704032, 0.478726], [-1.502328, 0.269231, 1.500314], [-1.769791, 0.390900, 2.922397], [-1.757002, 1.869718, 3.276927], [-3.151807, -0.207204, 3.126826], [-0.721499, -0.379009, 3.712754], [0.887951, 1.351124, 1.275953], [2.281429, 1.696666, 1.114259], [3.086312, 0.865035, 2.103006], [2.379514, 3.179002, 1.429645], [2.724417, 1.414181, -0.314695], [-1.877266, 3.586459, -1.251029], [-0.194458, 3.160284, -0.902871], [-1.474066, 2.751569, 0.253632], [-3.554703, 1.699247, -1.818930], [-3.116786, 0.876503, -0.308780], [-2.969996, 0.031506, -1.864475], [-1.665958, 2.327496, -3.493416], [-1.192299, 0.627457, -3.473884], [-0.000743, 1.891340, -3.082601], [-2.506058, 2.404279, 2.690844], [-0.778001, 2.305044, 3.077129], [-1.990257, 2.001370, 4.334228], [-3.880898, 0.310462, 2.502477], [-3.456561, -0.111303, 4.168872], [-3.152145, -1.266117, 2.863322], [0.271569, 0.046013, 3.555168], [-0.705126, -1.428821, 3.414523], [-0.943248, -0.328516, 4.778831], [2.738574, 1.050799, 3.119624], [4.144537, 1.122752, 2.049382], [2.973063, -0.198464, 1.885040], [2.022564, 3.372769, 2.441230], [1.775658, 3.760908, 0.732497], [3.414790, 3.513094, 1.356415], [2.664898, 0.342819, -0.516174], [3.757464, 1.738602, -0.452209], [2.099203, 1.946502, -1.034610], [6.805777, -1.929825, -0.735781], [5.658262, -1.714096, -1.337388], [5.499425, -0.580616, -2.129310], [6.499033, 0.277362, -2.254988], [4.295494, -0.360672, -2.758441], [4.148220, 0.733591, -3.485297], [3.208007, -1.240559, -2.596660], [1.710847, -0.873849, -3.336991], [3.415279, -2.390507, -1.810018], [2.458879, -3.303236, -1.698235], [4.617425, -2.627568, -1.185783], [4.801805, -3.715931, -0.457863], [-5.055549, -3.682259, -1.332659], [-3.903566, -3.191766, -2.067053], [-2.774322, -2.738973, -1.506613], [-2.696275, -2.687032, -0.170964], [-1.835757, -2.360077, -2.262171], [-5.806327, -4.004896, -2.047161], [-5.494527, -2.897794, -0.713420], [-4.794358, -4.539561, -0.709183], [-3.904210, -3.216831, -3.072257], [-3.443078, -3.006856, 0.418371], [-1.836932, -2.368727, 0.258153]], "atomic_forces_ev_per_a": [[0.118, -0.006, -0.174], [0.010, 0.002, -0.006], [0.005, -0.043, 0.018], [0.031, 0.017, -0.030], [-0.002, 0.004, 0.021], [-0.005, 0.003, 0.066], [0.026, 0.011, 0.025], [-0.043, 0.002, 0.033], [-0.016, -0.058, -0.048], [0.040, 0.007, -0.012], [-0.023, -0.013, 0.020], [0.006, 0.035, -0.018], [0.014, 0.004, -0.018], [-0.053, 0.044, 0.043], [0.018, -0.016, -0.038], [-0.064, 0.010, -0.006], [0.005, 0.001, 0.024], [0.011, 0.005, 0.027], [0.001, 0.014, 0.004], [-0.008, 0.013, -0.004], [-0.012, 0.003, -0.003], [-0.011, -0.006, 0.006], [0.004, 0.008, 0.012], [-0.008, 0.004, -0.012], [-0.004, -0.001, -0.007], [0.001, 0.012, -0.009], [0.000, 0.002, -0.007], [-0.008, 0.003, 0.005], [0.012, -0.013, 0.004], [0.004, 0.023, -0.004], [-0.009, 0.000, 0.007], [-0.006, -0.009, 0.004], [0.010, -0.014, 0.007], [0.007, 0.003, 0.009], [-0.010, -0.004, 0.003], [-0.005, -0.001, 0.004], [0.013, 0.003, 0.005], [0.007, 0.009, -0.009], [0.015, -0.014, 0.007], [0.005, 0.003, 0.001], [0.001, -0.004, -0.009], [0.002, 0.011, 0.004], [0.002, 0.007, 0.001], [0.004, -0.004, -0.009], [-0.010, 0.007, 0.007], [0.001, -0.012, 0.006], [-0.010, 0.026, -0.024], [0.002, -0.025, 0.018], [-0.008, 0.001, -0.001], [0.036, 0.000, -0.008], [-0.023, 0.003, -0.006], [-0.055, -0.061, -0.028], [-0.065, -0.019, 0.046], [0.037, -0.013, 0.029], [0.015, 0.024, -0.016], [-0.005, 0.026, -0.010], [0.003, -0.017, 0.009], [0.016, 0.003, 0.004], [0.006, -0.016, 0.045], [-0.184, -0.005, -0.123], [0.134, 0.017, -0.005], [0.069, 0.004, 0.098], [-0.006, 0.001, 0.004], [-0.002, 0.001, -0.002], [-0.005, -0.002, -0.004], [0.032, 0.009, -0.002], [-0.011, 0.011, 0.001], [-0.049, -0.016, 0.029]], "lowdin_spin": [2.316, 0.004, 0.006, 0.000, 0.005, 0.081, 0.035, 0.358, 0.004, 0.000, 0.000, 0.000, 0.003, 0.007, 0.001, 0.003, 0.000, 0.002, 0.001, 0.000, 0.000, 0.000, 0.000, 0.000, 0.000, 0.002, 0.002, 0.000, 0.000, 0.000, 0.000, 0.000, 0.000, 0.001, 0.002, 0.000, 0.000, 0.000, 0.004, 0.000, 0.000, 0.000, 0.001, 0.000, 0.001, 0.033, 0.092, -0.008, -0.008, 0.071, 0.022, 0.095, 0.645, 0.067, 0.031, -0.006, -0.008, 0.001, 0.004, 0.012, 0.002, 0.107, 0.000, 0.000, 0.000, 0.000, 0.000, 0.005]}